[1]
DFT (ωB97M-V with the def2-TZVPD basis set) results for a molecular structure, C44H88InN4O12 at a distorted geometry.

Output
- HOMO-LUMO gap (eV) = 3.472
- 2S+1 = 1
- E (hartree) = -3040.87108
- HOMO level (eV) = -5.381
- LUMO energy (eV) = -1.909
- total charge = -1

Each line ends with the Mulliken charge.
Positions of all 149 atoms, in Å:
In 0.1666 0.4617 -0.0365  1.499
C -3.8471 2.3430 2.4250  -1.472
C -2.7957 1.6569 1.5682  0.519
O -1.9400 0.9891 2.1747  -0.236
O -2.7239 1.9487 0.3512  -0.519
H -4.8308 2.2381 1.9672  0.338
H -3.6376 3.4057 2.3036  0.352
H -3.5963 2.1103 3.4599  0.359
C 4.4246 -2.0719 -0.4917  -1.281
C 3.3662 -1.0310 -0.2503  0.466
O 3.4210 0.0540 -0.8264  -0.608
O 2.5469 -1.2316 0.6041  -0.438
H 4.4992 -2.8582 0.2595  0.268
H 5.3706 -1.5845 -0.7274  0.362
H 4.1388 -2.5189 -1.4439  0.262
C -1.7283 0.2414 -4.7403  -1.142
C -1.2362 0.4085 -3.3235  1.032
O -0.1143 -0.0725 -2.9747  -0.824
O -1.9023 1.1018 -2.5726  -0.535
H -1.6969 -0.8200 -4.9864  0.259
H -0.9681 0.7581 -5.3261  0.163
H -2.7429 0.5053 -5.0388  0.321
C 0.4160 5.5812 -1.3885  -1.032
C -0.3698 4.3343 -1.5403  0.496
O 0.0687 3.2277 -1.0825  -0.090
O -1.4472 4.4670 -2.1153  -0.645
H 1.3602 5.2873 -0.9300  0.083
H -0.2480 6.1467 -0.7346  0.347
H 0.5438 6.1632 -2.3012  0.252
C 3.1591 1.4325 4.9784  -1.969
C 1.8193 1.3120 4.2023  1.590
C 0.6291 1.5211 5.1836  -1.014
C 0.4426 2.9610 5.6992  -0.882
C 0.3829 3.8933 4.4979  -1.180
C 1.5399 3.7315 3.3344  1.858
N 1.6385 2.2783 3.0647  0.733
O 2.4132 1.9079 1.9138  -0.199
C 0.8654 4.2629 2.0824  -1.871
C 2.8435 4.4085 3.7047  -1.747
C 1.8241 -0.0971 3.6883  -1.470
H 3.0980 2.2884 5.6504  0.464
H 4.0562 1.3910 4.3606  0.217
H 3.2554 0.6337 5.7137  0.490
H -0.2325 1.3035 4.5523  0.024
H 0.5218 0.7923 5.9871  0.472
H 1.2980 3.1855 6.3364  0.372
H -0.4123 2.9885 6.3748  0.439
H 0.4893 4.8097 5.0784  0.344
H -0.6482 3.9100 4.1449  0.403
H -0.1839 4.0151 1.9220  0.109
H 1.0036 5.2999 2.3885  0.492
H 1.4877 4.2243 1.1883  0.297
H 3.4958 3.8384 4.3662  0.322
H 3.4899 4.6815 2.8706  0.346
H 2.5896 5.3188 4.2477  0.427
H 0.9109 -0.2968 3.1275  -0.145
H 1.9240 -0.8672 4.4532  0.445
H 2.6551 -0.3213 3.0195  0.429
H 3.2425 1.6486 2.3221  0.311
C -1.3723 -2.3346 4.3637  -2.779
C -2.1742 -3.6295 4.3772  2.285
C -1.7050 -4.4048 5.6776  -1.237
C -2.7287 -5.4698 5.8900  -0.959
C -4.1190 -4.9448 5.9027  -1.122
C -4.6100 -4.1962 4.6643  1.801
N -3.5776 -3.1330 4.2929  0.154
O -3.9013 -2.4134 3.1215  -0.241
C -5.1199 -5.1701 3.5462  -1.645
C -5.7772 -3.3680 5.2242  -1.946
C -1.6957 -4.5442 3.2087  -1.663
H -1.4984 -1.7024 5.2426  0.479
H -1.5552 -1.7849 3.4404  0.457
H -0.3047 -2.5425 4.4347  0.498
H -0.6910 -4.7959 5.7613  0.346
H -1.9563 -3.6877 6.4591  0.496
H -2.4899 -6.0164 6.8024  0.433
H -2.6922 -6.2750 5.1563  0.387
H -4.2709 -4.6915 6.9519  0.333
H -4.5877 -5.9207 5.7763  0.304
H -4.3508 -5.7244 3.0083  0.352
H -5.7162 -5.9917 3.9430  0.433
H -5.6744 -4.7243 2.7204  0.337
H -6.1323 -2.6428 4.4919  0.309
H -6.5309 -3.7981 5.8838  0.377
H -5.3004 -2.6789 5.9213  0.509
H -0.7093 -4.3288 2.7978  0.410
H -2.1841 -4.2125 2.2924  0.234
H -1.7061 -5.6213 3.3759  0.272
H -4.1332 -1.5190 3.3819  0.313
C -0.3001 -5.2551 -1.9497  -1.789
C -0.2927 -3.7044 -2.2922  1.379
C -0.9879 -3.4585 -3.7150  -0.966
C -2.5446 -3.6298 -3.6101  -0.913
C -3.2289 -2.7552 -2.5287  -1.194
C -2.5076 -2.9482 -1.1472  1.643
N -1.0202 -2.8357 -1.2956  0.907
O -0.3396 -2.7920 0.0614  0.068
C -2.9951 -1.8000 -0.2981  -1.221
C -2.8757 -4.3698 -0.5877  -1.960
C 1.2611 -3.2973 -2.5352  -1.923
H 0.0414 -5.6000 -0.9738  0.278
H 0.5047 -5.6614 -2.5624  0.523
H -1.2213 -5.7944 -2.1701  0.327
H -0.5818 -2.5150 -4.0796  0.321
H -0.5597 -4.2130 -4.3749  0.415
H -2.6799 -4.6699 -3.3133  0.400
H -2.9138 -3.4551 -4.6207  0.436
H -4.2699 -3.0696 -2.6035  0.444
H -3.1760 -1.7629 -2.9768  0.306
H -2.7781 -0.8628 -0.8107  0.290
H -4.0492 -1.9927 -0.0983  0.534
H -2.5950 -1.6955 0.7104  -0.186
H -2.2138 -5.0520 -0.0542  0.322
H -3.7663 -4.3173 0.0385  0.314
H -3.2781 -4.9098 -1.4448  0.523
H 2.0571 -3.7479 -1.9424  0.444
H 1.4706 -2.2308 -2.4522  0.221
H 1.5283 -3.6835 -3.5189  0.460
H -0.4982 -3.6941 0.3489  0.026
C 2.1932 4.0021 -7.6981  -1.641
C 2.9734 2.9436 -6.8489  1.522
C 4.5655 3.0676 -7.1079  -1.532
C 5.2958 4.1379 -6.1991  -0.820
C 4.8003 4.0860 -4.8313  -1.009
C 3.2765 4.2687 -4.6359  1.503
N 2.6458 3.2109 -5.4668  0.555
O 1.3069 3.0486 -5.1500  -0.364
C 3.0290 3.7448 -3.1279  -1.660
C 2.7954 5.7664 -4.7868  -1.911
C 2.7303 1.4788 -7.4366  -1.576
H 1.1059 3.9685 -7.6296  0.342
H 2.5475 3.9846 -8.7287  0.427
H 2.3333 4.9849 -7.2479  0.336
H 5.0955 2.1269 -6.9585  0.488
H 4.8655 3.1640 -8.1514  0.498
H 5.2078 5.1131 -6.6780  0.317
H 6.3696 3.9608 -6.1379  0.427
H 5.2178 4.9727 -4.3542  0.388
H 5.2416 3.1631 -4.4551  0.390
H 2.0064 3.5294 -2.8182  -0.086
H 3.5826 2.8152 -2.9955  0.464
H 3.4152 4.5474 -2.4996  0.430
H 3.3572 6.4601 -4.1612  0.402
H 3.1109 6.2681 -5.7016  0.459
H 1.7139 5.8921 -4.7357  0.379
H 3.6406 1.0223 -7.8252  0.373
H 2.1164 1.5423 -8.3351  0.377
H 2.2018 0.7605 -6.8099  0.259
H 1.2383 2.3126 -4.5375  0.240


[2]
DFT (ωB97M-V with the def2-TZVPD basis set) results for C4H8N2O2S2 in the gas phase at a distorted geometry.

Output
- HOMO-LUMO gap (alpha / beta) (eV) = 5.428 / 7.470
- 2S+1 = 3
- E (hartree) = -1213.33200
- HOMO level (alpha / beta) (eV) = -4.725 / -9.443
- ⟨S²⟩ = 2.01
- LUMO energy (alpha / beta) (eV) = 0.703 / -1.972
- total charge = 0

Each line ends with the Mulliken spin population.
Positions of all 18 atoms, in Å:
C -0.0549 2.2205 -0.3441  0.661
C 1.2565 2.0230 -0.2405  0.631
C 1.3084 -0.8573 -0.4836  0.145
C -2.5914 -0.8831 0.1754  0.005
N -1.1056 1.3080 -0.3043  0.120
N 2.1214 -1.9356 -0.0869  -0.003
O -0.8558 -0.0496 1.9882  0.037
O -0.0527 -1.1268 -0.1802  -0.031
S 1.9267 0.5926 0.5500  0.271
S -1.0080 -0.0185 0.5345  0.140
H -0.3638 3.3163 -0.5536  0.010
H 1.8849 2.8942 -0.1771  0.010
H 1.2844 -0.6480 -1.6283  -0.009
H -3.1607 -0.6856 1.0421  0.004
H -3.0565 -0.3289 -0.6441  -0.002
H -2.7145 -1.9105 -0.0858  -0.001
H 2.0418 -2.0463 0.8563  0.006
H 3.1397 -1.8645 -0.4180  0.007


[3]
DFT (ωB97M-V with the def2-TZVPD basis set) results for CH8FNSi2 in the gas phase at a distorted geometry.

Output
- HOMO-LUMO gap (eV) = 9.497
- 2S+1 = 1
- E (hartree) = -776.40315
- SMILES = FC[SiH2]N[SiH3]
- HOMO level (eV) = -9.340
- LUMO energy (eV) = 0.157
- total charge = 0

Each line ends with the Mulliken charge.
Positions of all 13 atoms, in Å:
C -1.0981 -1.2543 -1.6373  -0.272
N 0.3179 -0.3199 1.1530  -0.474
F -1.0091 -1.8150 -2.8645  -0.268
Si 0.9333 1.0151 1.9694  0.361
Si 0.1163 0.1290 -1.0446  0.454
H -1.3614 -2.0210 -0.9854  0.346
H -2.0539 -0.5748 -1.7509  0.174
H -0.5813 -0.4940 1.4644  0.225
H 0.2435 2.1223 1.5148  -0.128
H 2.1328 1.2462 1.2451  -0.143
H 1.0758 0.5973 3.3724  -0.131
H -0.3564 1.4042 -1.2332  -0.086
H 1.6405 -0.0350 -1.2031  -0.060


[4]
DFT (ωB97M-V with the def2-TZVPD basis set) results for a molecular structure, C8H20AgAsF8N5O8S2 at a distorted geometry.

Output
- HOMO-LUMO gap (alpha / beta) (eV) = 10.317 / 6.858
- 2S+1 = 2
- E (hartree) = -5170.74652
- HOMO level (alpha / beta) (eV) = -10.020 / -9.979
- ⟨S²⟩ = 0.75
- LUMO energy (alpha / beta) (eV) = 0.297 / -3.122
- total charge = 0

Each line ends with the Mulliken spin population.
Positions of all 53 atoms, in Å:
Ag 0.0339 0.2707 -0.4935  0.713
As -1.5872 -1.0082 2.9071  0.000
F -1.0178 -0.0168 1.5682  0.006
F 0.0278 -0.9535 3.5530  0.000
F -2.1231 -2.0180 4.1767  0.000
F -3.1678 -1.0037 2.2158  0.000
F -1.1399 -2.4128 1.9810  0.000
F -1.9414 0.4397 3.7735  0.001
N 0.9061 0.6141 -2.4863  0.022
S 2.4179 0.8570 -2.9831  -0.002
O 2.6830 1.9547 -3.8375  0.004
O 3.1429 -0.3498 -3.1841  0.001
F 2.9565 1.3423 -1.5473  -0.001
S 0.1735 0.4312 -3.9767  -0.001
O 0.4437 -0.7968 -4.6194  0.001
O 0.0221 1.6299 -4.7066  0.002
F -1.3019 0.2540 -3.3617  0.000
O 0.8140 1.9642 0.7419  0.018
C 1.0330 2.7113 1.6861  0.001
N 1.3421 4.0096 1.5061  0.001
C 1.0783 2.1968 3.0958  -0.001
H 1.1976 4.4459 0.6107  0.000
H 1.6008 4.6004 2.2751  0.000
H 1.8827 2.7049 3.6462  0.000
H 1.3455 1.1485 3.1674  0.000
H 0.1797 2.4516 3.6558  0.000
O -1.0971 -1.5350 -1.2276  0.028
C -0.9220 -2.6200 -1.7801  0.000
N -1.8913 -3.1928 -2.5119  0.001
C 0.4209 -3.2873 -1.8076  -0.002
H -2.8298 -2.8319 -2.4659  0.000
H -1.7160 -3.8922 -3.2104  0.000
H 0.9128 -3.1428 -0.8519  0.000
H 1.0207 -2.8101 -2.5882  0.000
H 0.3486 -4.3423 -2.0659  0.000
O 1.5590 -1.0379 0.2283  0.068
C 2.3682 -1.3038 1.1195  0.008
N 2.2003 -2.4003 1.8635  0.010
C 3.5852 -0.4745 1.3930  -0.003
H 1.3199 -2.8959 1.8265  -0.001
H 2.8920 -2.7634 2.4939  0.001
H 3.9189 -0.6659 2.4109  0.000
H 3.3481 0.5752 1.2373  0.000
H 4.3896 -0.7355 0.7049  0.000
O -1.6328 1.5573 -0.6392  0.101
C -2.8699 1.4826 -0.6284  0.001
N -3.5279 0.6971 -1.4871  0.008
C -3.6639 2.1737 0.4321  0.011
H -2.9202 0.2466 -2.1560  0.000
H -4.5117 0.7558 -1.6745  0.000
H -4.6412 2.4234 0.0074  0.001
H -3.1911 3.0856 0.7762  0.000
H -3.8713 1.4671 1.2369  0.001


[5]
DFT (ωB97M-V with the def2-TZVPD basis set) results for 2 unconnected molecules or ions with the total composition C25H24N4O3 at a distorted geometry.

Output
- HOMO-LUMO gap (eV) = 4.254
- 2S+1 = 1
- E (hartree) = -1411.68541
- HOMO level (eV) = -6.305
- LUMO energy (eV) = -2.051
- total charge = 0

Each line ends with the Mulliken charge.
Positions of all 56 atoms, in Å:
O 4.0646 4.0340 -1.3404  -0.578
C 3.1894 3.1905 -1.4323  -0.097
C 1.7602 3.4473 -1.5385  0.441
N 0.7837 2.5327 -1.2480  -0.253
C -0.3906 3.1735 -1.4649  -0.280
C -0.0976 4.4930 -1.9241  -0.534
N 1.2508 4.6527 -1.9470  -0.721
H 3.3934 2.0954 -1.4378  0.277
H -1.3673 2.7350 -1.2984  0.267
H -0.8168 5.2541 -2.2102  0.402
C 4.4390 3.7505 2.1964  -1.016
O 3.5297 2.9613 1.4167  -0.273
C 2.9790 1.8544 1.9620  0.359
C 2.0723 1.1627 1.1321  0.569
C 1.5457 -0.0193 1.5709  0.815
C 1.8590 -0.5165 2.8532  0.152
C 2.7326 0.1621 3.7022  -1.358
C 3.2967 1.3625 3.2596  -0.765
N 1.1471 -1.7114 3.0127  0.163
C 1.1572 -2.5440 4.1972  -0.973
C 0.4246 -1.9831 1.8801  -0.887
C 0.6276 -0.9496 0.9336  0.458
C 0.0731 -0.7794 -0.3402  -0.366
C -0.6990 -1.7876 -0.9621  -0.039
C -0.5448 -3.1837 -0.8323  -1.182
N -1.5993 -3.8237 -1.4238  0.154
C -1.7990 -5.2610 -1.4350  -0.934
C -2.4801 -2.8850 -1.9618  0.235
C -1.9483 -1.5930 -1.6983  0.218
C -2.7215 -0.4683 -1.9120  0.356
C -4.0298 -0.6465 -2.4419  0.518
O -4.8721 0.3828 -2.7098  -0.473
C -4.4415 1.7361 -2.4549  -0.795
C -4.5452 -1.9491 -2.7041  -0.804
C -3.7680 -3.0738 -2.4605  -0.892
H 4.6989 4.5733 1.5309  0.262
H 3.9458 4.1225 3.1021  0.372
H 5.3328 3.1736 2.4627  0.387
H 1.7867 1.5369 0.1607  0.092
H 2.9811 -0.2303 4.6845  0.199
H 3.9864 1.9313 3.8862  0.424
H 1.8239 -2.0914 4.9339  0.297
H 0.1484 -2.6302 4.6189  0.338
H 1.5091 -3.5523 3.9473  0.339
H -0.2047 -2.8616 1.7797  0.736
H 0.2381 0.1819 -0.8342  0.743
H 0.2414 -3.7310 -0.3268  0.744
H -2.7751 -5.4767 -1.8804  0.271
H -1.0121 -5.7553 -2.0207  0.319
H -1.7603 -5.6515 -0.4089  0.333
H -2.3311 0.5174 -1.6482  0.410
H -5.2943 2.3327 -2.7777  0.258
H -4.2457 1.9002 -1.3857  0.332
H -3.5488 1.9957 -3.0429  0.363
H -5.5656 -2.0168 -3.0821  0.420
H -4.1596 -4.0735 -2.6374  0.196


[6]
DFT (ωB97M-V with the def2-TZVPD basis set) results for CH5N3S in the gas phase at a distorted geometry.

Output
- HOMO-LUMO gap (eV) = 9.300
- 2S+1 = 1
- E (hartree) = -603.53879
- SMILES = [H]/N=C(\N)NS
- HOMO level (eV) = -8.693
- LUMO energy (eV) = 0.608
- total charge = 0

Each line ends with the Mulliken charge.
Positions of all 10 atoms, in Å:
C -0.0352 -0.3129 -0.1076  0.559
H 0.9305 -1.3808 -1.3668  0.239
H 0.6722 0.0719 -2.0044  0.246
H 0.7846 -1.8032 0.7150  0.188
H -0.5424 1.6512 -0.5714  0.277
H -0.2081 1.0588 2.2527  0.139
N 0.2626 -0.6424 -1.4161  -0.501
N 0.2746 -0.9435 0.9274  -0.614
N -0.8305 0.8689 0.0263  -0.354
S -1.3084 1.4319 1.5448  -0.178


Q: Look up the total charge of the third one.
A: 0